102
Properties=species:S:1:pos:R:3 method="wB97M-V/def2-TZVPD" energy_ha=-1986.0726 gap_ev=11.43 smiles=CCCC#N.CCCC#N.CCCC#N.CCCC#N.CCCC#N.CC#N.CC#N.CC#N.CC#N.CC#N.CC#N.CC#N
H 5.26 -0.76 -0.55
H -6.30 -5.52 0.49
C 1.77 8.11 0.57
H 4.62 2.93 -0.18
H 3.10 -1.48 -2.60
C -2.72 1.62 2.69
C -0.12 -5.26 -0.18
N -3.28 -1.97 -2.17
C -4.71 -5.63 1.95
H 3.95 -2.83 2.59
H 0.97 3.13 3.30
H -4.73 -6.74 1.99
C -2.65 2.42 1.47
C -0.90 -1.29 -5.19
C -2.51 -2.83 -1.99
H -1.62 0.56 -5.63
C -4.37 -2.90 1.19
H -0.53 7.04 1.28
H -2.06 5.27 -2.70
H 1.54 6.64 -0.94
H -4.70 -5.61 -0.18
C 1.77 1.15 3.14
C -0.06 6.48 0.50
H 3.14 -3.42 1.15
H -0.91 -0.57 -2.22
N 1.37 4.48 1.40
H 0.45 -2.04 3.76
H 1.10 2.09 4.79
N 1.65 -2.44 -0.59
N 4.68 0.67 -4.07
H 0.36 7.85 -0.99
C 0.58 1.09 -2.07
H 2.59 2.83 4.00
C 0.94 7.27 -0.32
H -2.89 4.02 -1.70
H -2.47 0.59 2.41
N 2.03 0.21 2.52
H -1.05 -0.90 0.25
H 1.54 0.69 -1.80
H -0.46 -3.51 -2.12
H -5.08 -3.46 -0.65
H 1.56 9.19 0.59
C -5.30 -5.14 0.62
C -5.33 -3.67 0.38
H -1.46 0.77 -1.29
C -2.04 4.25 -2.29
H -1.23 -1.87 2.98
H 2.95 -2.13 -4.32
H 2.90 2.75 0.30
N -2.62 2.94 0.43
C 0.69 5.36 1.08
H -2.29 -4.84 -0.15
C 3.88 2.36 0.36
H 0.62 2.12 -1.74
C -1.37 -4.32 -0.33
H -3.70 1.74 3.20
H -1.21 4.12 -1.61
H 0.46 1.13 -3.15
C -1.94 3.32 -3.41
C -1.43 -3.89 -1.83
H 3.00 0.42 0.13
H -6.38 -3.25 0.63
H -0.30 -6.28 -0.59
N -3.53 -2.40 1.78
H 0.81 -4.95 -0.64
H 2.80 8.04 0.35
N -1.24 0.22 5.27
N 1.20 -4.32 3.32
H -2.82 -0.69 -5.19
N 4.76 2.41 2.81
H -0.96 -2.78 4.57
N -0.01 -1.95 -4.90
H 2.61 -1.87 2.02
C 3.61 -1.63 -3.56
C 3.93 0.92 -0.21
H -1.95 1.91 3.41
H 3.79 1.07 -1.25
C 2.03 -3.71 2.78
C -0.16 -0.52 -0.26
C -1.91 -0.46 -5.74
H -3.66 -5.30 2.03
C 0.81 -1.63 -0.44
C -0.55 0.22 -1.53
H 1.77 7.71 1.57
C 4.33 2.40 1.75
C 5.23 0.18 0.06
H 0.28 0.24 0.46
H 4.43 -2.30 -3.29
C 2.97 -2.90 2.10
C 1.58 2.41 3.85
H 0.01 -5.42 0.86
H -0.83 5.95 -0.05
C -0.99 -0.73 4.67
H -5.14 -5.10 2.80
N -1.94 2.45 -4.17
H 5.45 -0.11 1.09
C 4.25 -0.35 -3.85
C -0.64 -1.92 3.95
H -2.13 -0.61 -6.83
H -1.25 -3.54 0.41
H 6.04 0.81 -0.26
H -1.74 -4.81 -2.31